No. 1
{
  "formula": "C30H55F2N11O4S2",
  "method": "ωB97M-V/def2-TZVPD",
  "elements": ["C", "H", "H", "H", "H", "C", "H", "C", "H", "H", "C", "H", "H", "H", "H", "C", "C", "N", "H", "S", "C", "O", "H", "H", "N", "H", "H", "H", "H", "N", "H", "H", "C", "H", "C", "C", "C", "H", "N", "C", "H", "N", "C", "O", "H", "H", "H", "O", "C", "C", "H", "H", "C", "N", "H", "H", "C", "N", "N", "C", "C", "H", "H", "N", "H", "C", "F", "H", "H", "H", "H", "H", "H", "C", "H", "H", "H", "C", "H", "C", "H", "H", "H", "S", "H", "F", "H", "H", "H", "C", "N", "H", "H", "H", "C", "N", "C", "H", "O", "H", "C", "C", "C", "C"],
  "coordinates": [[9.85092, 1.44301, 6.98490], [1.52505, 2.53168, -2.04477], [-9.53998, 7.94016, -0.46706], [2.80608, 0.19516, -2.26598], [-2.99353, -8.41358, 4.49393], [-3.19981, -4.87866, -3.37529], [-7.99100, 11.40187, -0.24265], [-1.84474, -4.72015, -3.53495], [-5.28327, -6.79746, -4.76301], [9.87322, 1.69202, 3.82235], [0.40291, -6.68862, 4.73944], [2.04693, -4.55024, 3.96866], [-8.67872, 10.53664, -1.68318], [-5.08302, 5.77504, 0.08009], [2.87372, 4.68408, -2.96035], [8.58299, 2.07488, 6.37767], [0.87515, -5.85936, -4.48939], [-1.71694, -6.18985, 4.36678], [-9.54899, 10.74388, -0.12524], [-0.26396, -0.92732, -0.08132], [-0.85652, -7.18850, 4.54337], [0.03469, -1.71628, 1.03084], [1.36307, -7.10943, 5.00749], [-3.60757, -7.31667, 5.81317], [-6.52343, 8.00067, 0.75796], [-5.74014, -5.21385, -4.29153], [-5.24571, -5.35513, -5.93604], [5.49591, 0.07873, 2.18531], [-1.10746, -4.15201, -2.99685], [1.92605, 3.03352, -3.99499], [-4.18530, 7.12211, -0.67593], [-6.04415, 10.09586, 0.58962], [6.96073, 0.79305, 4.94255], [0.51322, -6.87901, -4.35277], [-5.22574, 7.54264, 1.27500], [8.05887, 0.54472, 3.08526], [2.18509, 4.90268, -5.02034], [-3.83692, -4.58794, -2.54256], [0.28866, -5.32061, 4.57540], [-7.64610, 7.27306, 0.54003], [1.79088, -6.09051, -5.04212], [-7.96005, 9.37973, -0.11528], [1.38056, -4.38756, 4.80686], [0.44679, 0.32455, -0.18416], [-3.12655, -6.69932, 2.88168], [1.69591, 4.49368, -7.88883], [0.78224, 1.47148, -3.13820], [1.93640, -1.91426, -1.42417], [1.76023, 1.99292, -2.95607], [-4.48314, 6.62013, 0.29544], [-4.62397, 8.40860, 1.57350], [-4.66361, -7.76463, 4.45904], [5.77587, -0.46015, 3.08684], [1.52276, 4.01405, -5.84977], [-7.69969, 6.25925, 0.92866], [8.82931, 3.14821, 6.19888], [2.39599, 4.27294, -3.84368], [6.91208, 0.22392, 3.75003], [-0.52330, -1.78363, -1.38842], [-6.74946, 9.28370, 0.37798], [8.84656, 1.26826, 3.96323], [3.05647, 0.66699, -3.93114], [0.81011, 2.04272, -5.60295], [-1.52695, -5.15548, -4.82470], [0.09290, -3.99888, -5.26596], [-3.14844, -6.46124, 3.91232], [-1.84617, -0.45002, 0.21976], [3.84924, 1.50662, -2.55333], [-5.52525, 6.97656, 2.20219], [10.21757, 2.09071, 7.79733], [-0.12986, -5.42326, -6.34572], [-1.33691, -4.04751, 4.13634], [6.13903, 0.83517, 5.64744], [-3.66825, -7.59227, 4.76642], [1.04587, -5.36581, -3.55409], [8.26787, 0.28156, 2.04795], [2.49335, 5.86169, -5.41420], [1.37665, 2.88472, -5.19531], [10.62911, 1.32699, 6.18621], [0.91295, 4.31272, -7.13315], [-3.61009, 6.27656, 0.70987], [-2.69106, -5.80711, -6.48001], [7.79673, 1.88663, 7.09631], [0.80163, -2.47948, -1.98306], [0.23703, 5.14377, -6.95957], [0.70536, -3.83421, -1.39052], [4.96618, -0.49416, 3.74146], [1.79110, -4.50468, 5.79576], [0.93852, -3.40558, 4.79784], [-8.53379, 8.09848, -0.07767], [-3.68224, -5.44797, -4.55449], [9.68086, 0.47356, 7.43002], [0.31089, 3.41876, -7.33044], [6.10695, -1.44218, 2.76201], [-5.02962, -5.74655, -4.92946], [8.13121, 1.40645, 5.13483], [-1.00716, -5.06548, 4.36939], [-1.03564, -8.24674, 4.60325], [0.79327, -2.72113, -3.40524], [-3.65109, -5.48148, 3.96822], [-8.60425, 10.60089, -0.60143], [2.95074, 1.03969, -2.89695], [-0.14808, -5.06928, -5.30092], [-2.67284, -5.49290, -5.42170]],
  "forces_ev_per_a": [[0.6, 0.2, -0.9], [0.4, 0.0, 0.4], [0.4, 0.0, 0.3], [-0.6, -0.6, 0.5], [-0.8, -0.3, 0.6], [0.8, -0.2, 0.0], [0.4, 0.6, -0.3], [-1.0, 0.0, -0.8], [0.3, 0.1, -0.5], [-1.3, -0.5, 0.2], [-0.3, 0.6, -0.3], [0.6, 0.4, 0.3], [-0.1, 0.3, 0.0], [-0.7, -0.9, -0.4], [-0.1, -0.5, -0.1], [1.0, -0.1, 0.5], [-0.8, -1.0, -0.6], [-1.0, 0.6, -1.3], [-0.8, -0.2, 0.1], [-1.9, 2.5, -0.4], [2.9, -2.1, 1.1], [0.6, -1.6, 2.1], [-0.3, -0.3, -0.2], [-0.1, -0.3, 0.2], [0.8, 2.3, -0.2], [0.4, 0.2, 0.1], [0.2, -0.7, 0.3], [0.0, 0.3, 0.1], [-0.1, -0.3, 0.3], [-1.4, -2.6, 0.6], [-0.6, -0.4, 1.1], [-0.4, -0.4, -0.4], [-0.5, 0.2, 1.2], [-0.4, 0.0, 0.5], [-0.3, -1.1, 1.0], [1.7, 0.7, 0.3], [0.0, 0.5, -1.1], [0.2, -0.3, -0.4], [-1.1, -1.3, 1.0], [-0.3, -0.4, -0.2], [0.0, 0.9, 0.0], [-0.7, -1.4, -0.1], [-0.9, 0.3, -0.6], [-0.6, -0.8, -0.7], [0.3, -0.5, -1.1], [-0.6, 0.0, 0.2], [1.1, 0.2, -0.2], [3.2, 1.3, 1.0], [-0.9, -0.5, 0.7], [-1.3, 2.3, -1.6], [-0.3, -0.2, -0.1], [-1.1, -0.6, -0.1], [1.6, 0.3, -0.9], [0.6, 0.8, 0.5], [-0.2, 0.2, -0.6], [-0.8, -0.8, -0.1], [1.0, 1.7, -0.1], [-0.4, 0.3, -0.9], [0.5, 0.0, -1.3], [1.2, -0.6, 0.9], [0.6, -0.1, -0.9], [0.4, 0.0, 0.5], [0.5, 0.2, 0.6], [-1.1, 0.5, 1.6], [0.1, -0.3, -0.2], [0.8, 1.9, 1.4], [2.0, -0.7, -0.9], [0.6, 0.6, -0.1], [0.8, 0.5, -0.7], [0.0, -0.1, -0.5], [-0.2, 0.3, 0.4], [-0.2, -0.7, 0.2], [0.2, -0.2, -0.1], [1.3, 0.7, -0.6], [0.4, 0.0, 0.5], [-0.2, -0.1, 0.5], [-0.2, 0.0, 0.3], [-0.3, -0.3, -0.3], [-0.4, 0.2, 0.9], [0.0, -0.5, 0.0], [2.1, -0.8, 1.3], [-0.3, 0.1, 0.9], [-0.4, 0.7, 0.0], [-2.3, 2.9, -2.0], [0.1, 0.2, -0.5], [-0.4, -3.8, 1.4], [-1.3, -0.2, 1.1], [0.4, -0.5, 0.1], [0.1, 0.5, -0.3], [-0.6, 0.6, 0.1], [1.3, 1.2, 0.0], [-0.2, -0.3, -0.1], [0.2, 0.4, -0.6], [-0.1, -0.2, 0.3], [-1.9, 0.2, 0.2], [0.1, -0.2, -0.8], [0.2, 1.9, -0.5], [-0.6, 0.1, -0.1], [-0.8, 0.3, 0.8], [-0.1, -0.5, 0.4], [0.6, -0.4, 0.0], [-0.7, 0.3, -1.3], [0.8, 0.3, -1.5], [1.4, -1.1, -0.9]],
  "lowdin_charge": [-0.061, 0.123, 0.149, 0.044, 0.077, 0.028, 0.098, 0.019, 0.113, 0.163, 0.024, 0.110, 0.115, 0.062, 0.153, -0.144, -0.048, -0.024, 0.103, 0.507, -0.045, -0.288, 0.147, 0.101, -0.068, 0.104, 0.117, 0.107, 0.090, -0.055, 0.111, 0.182, -0.024, 0.087, -0.147, -0.008, 0.012, 0.142, -0.094, -0.008, 0.096, -0.081, 0.029, -0.301, 0.114, 0.122, 0.143, -0.265, -0.150, -0.053, 0.129, 0.081, 0.046, -0.100, 0.152, 0.147, -0.012, -0.083, -0.310, -0.010, 0.012, 0.096, 0.184, -0.032, 0.112, -0.120, -0.236, 0.074, 0.148, 0.097, 0.136, 0.179, 0.173, -0.045, 0.048, 0.148, 0.147, -0.022, 0.089, 0.035, 0.046, 0.187, 0.119, 0.389, 0.109, -0.109, 0.076, 0.106, 0.096, 0.026, -0.097, 0.076, 0.103, 0.108, 0.000, -0.041, -0.010, 0.139, -0.284, 0.136, 0.045, -0.035, -0.165, -0.009],
  "e_homo_ev": -15.8,
  "multiplicity": 1,
  "largest_force_ev_per_a": 4.232,
  "total_charge": 4,
  "orbital_gap_ev": 9.767,
  "e_lumo_ev": -6.012
}

***

No. 2
{
  "formula": "C5H11NO",
  "method": "ωB97M-V/def2-TZVPD",
  "elements": ["C", "O", "H", "N", "H", "H", "H", "C", "H", "H", "H", "H", "C", "C", "H", "H", "H", "C"],
  "coordinates": [[0.43928, -0.49874, 0.30733], [-3.18189, 0.08724, -1.44575], [1.09506, 0.74282, 1.80351], [0.38115, 0.02047, 1.70620], [0.83132, 1.51271, -0.27916], [-1.44506, 1.79263, -1.59179], [-0.38411, -1.21485, 0.32948], [0.21632, 0.68396, -0.61986], [-2.27467, -0.44622, 0.29088], [1.52627, -2.34635, -0.16859], [2.38630, -1.32268, 0.88026], [0.71763, -0.69221, 2.35348], [-2.36458, 0.23296, -0.57880], [-1.21994, 1.22043, -0.68540], [-1.31315, 1.98392, 0.09485], [2.31573, -0.85864, -0.79272], [0.55207, 0.39389, -1.61866], [1.72227, -1.29133, 0.01476]],
  "forces_ev_per_a": [[0.1, -0.2, 1.6], [-0.4, 0.0, 0.2], [-0.2, 0.1, -0.1], [0.6, 0.1, 0.0], [0.4, 0.0, -0.1], [0.5, -0.2, -0.2], [-0.1, 0.1, -0.7], [-0.5, -0.5, -0.6], [-0.6, 0.1, 0.1], [-0.1, 0.0, -0.4], [-0.1, 0.3, 0.1], [-0.4, -0.1, -0.2], [1.5, -0.4, -0.1], [-0.7, 1.0, 0.0], [-0.3, -0.3, 0.3], [-0.1, -0.2, -0.1], [-0.1, 0.1, 0.0], [0.4, 0.0, 0.2]],
  "lowdin_charge": [-0.451, 0.057, 0.068, 0.021, 0.112, 0.114, 0.111, -0.172, 0.115, 0.072, 0.067, 0.067, -0.268, -0.156, 0.115, 0.072, 0.115, -0.059],
  "e_homo_ev": -9.6,
  "e_above_lowest_kj_mol": 140.0,
  "multiplicity": 1,
  "largest_force_ev_per_a": 1.656,
  "orbital_gap_ev": 10.574,
  "e_lumo_ev": 0.958
}

***

> Which value of multiplicity does entry 2 give?

1

***

> Which value of multiplicity does entry 2 give?

1

***

> What is the multiplicity in the first record?

1